No. 1
# C41H49F5NO2

A 6-piece molecular cluster, C41H49F5NO2 overall in a non-equilibrium geometry (ωB97M-V with the def2-TZVPD basis set, the OMol25 dataset).

Last column: Löwdin charge in e.
CARTESIAN COORDINATES (ANGSTROEM)
1 F 0.155 4.868 0.292  0.049
2 F -3.107 -0.652 -1.274  0.042
3 F 1.895 7.619 -3.442  0.043
4 F 5.534 -6.377 -5.064  0.064
5 F -4.673 -0.843 4.376  0.045
6 O 2.673 -2.319 -0.809  -0.067
7 O 3.707 -3.334 0.930  -0.052
8 N 5.958 -2.254 0.655  0.083
9 C 0.865 9.535 -2.548  -0.014
10 C 3.269 10.201 -1.320  -0.083
11 C 0.956 10.680 -1.771  -0.079
12 C 4.422 -5.731 -4.671  -0.288
13 C -5.759 -1.663 0.959  -0.084
14 C 2.150 -5.121 -5.052  -0.073
15 C -4.091 -1.393 -0.720  -0.293
16 C 0.172 -3.545 0.463  -0.024
17 C 3.184 9.048 -2.088  -0.022
18 C -4.752 -0.900 0.387  -0.014
19 C 0.466 4.984 -3.308  -0.086
20 C 1.982 8.738 -2.691  -0.286
21 C 4.908 -1.713 -0.288  0.007
22 C 2.157 11.015 -1.159  -0.093
23 C -6.084 -2.903 0.425  -0.092
24 C -6.952 -3.575 5.014  -0.079
25 C 0.620 -2.071 0.592  -0.326
26 C -7.621 -3.093 6.131  -0.092
27 C -7.293 -1.849 6.654  -0.078
28 C 1.383 -1.679 -0.661  -0.132
29 C -0.613 -1.133 0.690  -0.147
30 C 4.212 -3.079 2.237  -0.128
31 C -4.399 -2.620 -1.271  -0.019
32 C -5.957 -2.814 4.417  -0.031
33 C -1.362 4.183 -1.373  -0.028
34 C -6.294 -1.086 6.067  -0.017
35 C -0.145 4.729 -1.016  -0.293
36 C -0.754 4.441 -3.686  -0.090
37 C -0.007 -0.217 3.007  -0.059
38 C 3.293 -4.358 -3.077  -0.080
39 C 4.439 -5.029 -3.482  -0.022
40 C 3.522 -2.106 0.237  -0.397
41 C -1.668 4.044 -2.719  -0.083
42 C 3.294 -5.787 -5.466  -0.009
43 C 2.148 -4.406 -3.862  -0.088
44 C 0.774 5.135 -1.963  -0.023
45 C -5.644 -1.583 4.956  -0.292
46 C 5.520 -2.268 2.092  -0.060
47 C 0.590 1.134 0.969  -0.069
48 C -0.399 0.114 1.545  -0.398
49 C -5.403 -3.380 -0.688  -0.078
50 H 6.793 -1.670 0.609  0.187
51 H -6.867 -3.497 0.876  0.104
52 H 5.081 -2.040 -1.308  0.146
53 H -1.429 -1.692 1.139  0.114
54 H -0.069 -1.283 3.210  0.073
55 H -2.621 3.624 -3.012  0.105
56 H -0.617 0.355 3.698  0.080
57 H -7.816 -1.472 7.522  0.107
58 H -8.398 -3.686 6.594  0.103
59 H -4.478 0.065 0.793  0.119
60 H 1.716 5.564 -1.648  0.114
61 H 6.294 -2.793 2.639  0.136
62 H -0.892 -0.877 -0.330  0.110
63 H 3.289 -3.794 -2.151  0.074
64 H -3.861 -2.970 -2.142  0.117
65 H 0.692 1.930 1.702  0.082
66 H -5.428 -3.167 3.541  0.108
67 H -6.019 -0.117 6.463  0.118
68 H 5.009 -0.631 -0.262  0.145
69 H 2.225 11.912 -0.558  0.103
70 H -0.059 9.258 -3.039  0.119
71 H 3.318 -6.344 -6.393  0.122
72 H -2.058 3.872 -0.605  0.116
73 H -0.994 4.329 -4.735  0.103
74 H -6.289 -1.289 1.824  0.102
75 H 1.491 -0.605 -0.787  0.118
76 H 0.511 -4.162 1.291  0.080
77 H 4.206 10.463 -0.847  0.105
78 H 4.400 -4.050 2.673  0.137
79 H 1.257 -5.161 -5.662  0.109
80 H 4.038 8.396 -2.221  0.115
81 H 1.253 -3.886 -3.547  0.097
82 H 1.575 0.702 0.815  0.055
83 H -5.654 -4.347 -1.103  0.107
84 H 1.188 -1.954 1.515  0.110
85 H 0.188 1.555 0.049  0.080
86 H -7.203 -4.545 4.606  0.106
87 H 3.457 -2.523 2.792  0.133
88 H 0.792 -2.013 -1.509  0.136
89 H 1.178 5.294 -4.059  0.100
90 H -1.359 0.627 1.589  0.126
91 H 0.088 11.313 -1.644  0.107
92 H 6.194 -3.202 0.360  0.191
93 H 5.343 -5.016 -2.885  0.106
94 H 1.019 0.109 3.177  0.066
95 H 0.546 -3.974 -0.463  0.075
96 H 5.424 -1.251 2.453  0.141
97 H -0.911 -3.620 0.432  0.075
98 H 3.186 -1.322 0.925  0.156

Forces on the atoms, in the same order (eV/Å):
0.01 -0.02 0.03
0.01 0.05 -0.10
0.08 0.03 -0.05
0.03 0.00 0.01
0.03 0.02 -0.03
-0.03 0.62 0.25
-0.22 0.04 0.38
-0.22 0.15 -0.08
-0.18 -0.06 -0.08
-0.11 0.02 -0.01
0.13 -0.02 0.02
-0.15 0.08 0.04
-0.01 -0.09 -0.06
0.06 0.05 0.11
-0.19 -0.15 0.14
0.16 0.11 0.02
0.14 -0.13 -0.02
0.08 0.19 0.09
-0.17 -0.13 0.04
0.00 0.22 0.15
-0.15 0.83 0.20
-0.01 0.04 0.03
-0.03 -0.03 0.03
-0.03 0.11 0.10
-0.90 -0.21 -0.15
-0.04 -0.01 0.03
0.02 -0.10 -0.09
-0.16 -0.04 0.02
0.72 -0.15 0.25
-0.15 0.15 -1.10
0.12 -0.06 -0.14
0.13 -0.10 -0.20
-0.14 -0.09 0.21
0.05 0.18 0.06
-0.06 -0.04 -0.32
0.01 -0.02 -0.05
0.19 0.20 -0.63
0.07 -0.06 -0.04
0.08 0.05 0.10
0.43 -0.55 -0.35
0.11 0.03 -0.04
-0.02 -0.09 -0.15
-0.05 0.04 0.01
0.19 0.04 0.10
-0.19 -0.13 0.12
-0.15 -0.74 0.47
-0.64 -0.15 0.32
0.11 0.23 0.20
-0.01 0.08 0.10
0.10 -0.23 -0.24
-0.01 0.01 -0.01
0.10 -0.37 0.03
-0.17 -0.07 -0.07
-0.19 -0.05 0.26
-0.01 -0.01 0.02
-0.14 -0.16 0.19
0.01 0.01 0.01
0.00 0.00 0.00
0.00 0.00 -0.03
-0.02 0.02 0.01
0.30 0.29 0.14
-0.33 0.17 -0.03
-0.03 -0.22 -0.24
0.01 0.02 0.00
0.10 0.28 -0.09
0.03 0.02 0.02
0.01 0.00 -0.03
0.06 0.12 -0.10
0.00 0.00 0.00
0.02 -0.03 0.00
0.02 -0.01 0.02
0.01 0.04 0.02
-0.01 0.01 0.00
0.01 0.02 0.01
0.23 0.14 0.17
0.10 -0.07 0.03
0.01 -0.02 0.00
-0.04 -0.07 0.23
0.01 -0.01 -0.02
-0.01 0.00 -0.03
0.00 -0.01 0.00
0.17 -0.01 -0.09
0.00 0.01 -0.03
0.34 0.09 -0.07
0.27 0.07 -0.20
0.01 0.00 -0.02
0.12 0.00 0.33
0.09 -0.13 -0.18
0.01 0.04 0.02
-0.16 0.00 -0.09
-0.01 0.00 -0.02
0.04 0.01 0.10
0.02 -0.04 -0.04
0.18 -0.16 0.13
0.12 -0.22 0.01
0.10 0.20 -0.17
-0.15 0.02 -0.01
-0.32 -0.07 0.11

Orbital gap, eV: 7.32
Total charge: +1
HOMO level, eV: -10.55

---

No. 2
# C41H50CdGeN10

C41H50CdGeN10 as an isolated structure (ωB97M-V with the def2-TZVPD basis set, the OMol25 dataset).

Last column: Löwdin spin population.
CARTESIAN COORDINATES (ANGSTROEM)
1 Cd -0.581 0.280 0.262  0.004
2 Ge 0.625 -1.065 -1.520  0.003
3 N -2.818 0.959 -3.684  0.000
4 N -2.986 1.040 1.002  0.009
5 N 0.155 -2.680 1.923  0.089
6 N 0.809 2.381 0.614  0.002
7 N -1.108 -0.272 2.577  0.338
8 N -3.689 0.220 -4.428  0.000
9 N -2.462 2.171 -4.030  0.000
10 N -2.347 0.551 -2.541  0.000
11 N 2.226 4.493 0.710  0.000
12 N -1.602 1.541 -2.099  0.000
13 C 2.795 0.312 -2.965  0.000
14 C 1.239 1.288 -5.037  0.000
15 C 3.605 -4.023 -0.878  0.000
16 C 2.588 -1.175 4.261  0.079
17 C 2.446 3.701 1.916  0.000
18 C 0.628 0.192 4.235  0.058
19 C 4.142 -2.190 0.582  0.000
20 C 3.010 -1.520 0.140  0.000
21 C -2.339 0.298 4.600  0.084
22 C 1.651 2.371 1.824  0.000
23 C 0.815 4.855 0.617  0.000
24 C 0.981 -3.751 1.386  0.007
25 C -2.188 -4.263 -3.675  0.000
26 C 2.480 -3.342 -1.322  0.000
27 C -3.578 -0.241 0.552  0.005
28 C 4.437 -3.449 0.074  0.000
29 C -1.693 2.519 -3.005  0.000
30 C -1.165 -3.648 -4.383  0.000
31 C -4.046 1.849 3.083  -0.009
32 C 2.605 3.701 -0.458  0.000
33 C 1.438 -0.008 -2.996  0.001
34 C -2.122 0.393 3.206  0.012
35 C -3.359 0.984 5.218  -0.008
36 C 0.742 -1.797 2.814  0.073
37 C -1.575 -3.010 -1.719  0.000
38 C -2.384 -3.954 -2.336  0.000
39 C 0.683 0.463 -4.069  0.000
40 C -3.063 1.121 2.432  0.077
41 C -3.638 2.156 0.315  0.001
42 C -4.190 1.803 4.465  0.104
43 C -0.548 -2.378 -2.417  0.000
44 C -1.209 -3.156 2.156  0.010
45 C 2.034 -2.010 3.314  -0.010
46 C 0.040 -0.625 3.241  0.049
47 C 2.167 -2.083 -0.817  0.000
48 C -0.060 3.573 0.647  0.000
49 C 1.683 2.460 -0.571  0.000
50 C -0.343 -2.721 -3.753  0.000
51 C 1.879 -0.068 4.733  0.003
52 C 2.578 1.641 -4.956  0.000
53 C 3.363 1.128 -3.933  0.000
54 H 3.516 3.514 2.018  0.000
55 H -1.742 -2.747 -0.679  0.000
56 H -0.352 0.156 -4.161  0.000
57 H -3.375 2.123 -0.737  0.000
58 H -4.659 -0.253 0.734  0.000
59 H 1.005 2.235 2.688  0.000
60 H -0.733 3.525 -0.213  0.000
61 H 1.902 -3.356 0.965  0.001
62 H 2.532 4.326 -1.348  0.000
63 H -2.830 -4.984 -4.165  0.000
64 H 2.123 4.293 2.774  0.000
65 H -3.297 3.102 0.733  0.000
66 H 4.792 -1.736 1.319  0.000
67 H -1.789 -2.447 2.731  0.002
68 H -3.514 0.877 6.283  -0.002
69 H -3.162 -4.454 -1.772  0.000
70 H 3.006 2.306 -5.695  0.000
71 H 3.842 -5.001 -1.278  0.000
72 H -0.663 3.522 1.558  0.000
73 H 0.427 -4.238 0.585  0.001
74 H -3.745 0.592 -5.363  0.000
75 H -1.700 -0.357 5.177  0.004
76 H 2.264 1.541 -0.624  0.000
77 H 0.473 -2.265 -4.300  0.000
78 H 1.051 2.506 -1.460  0.000
79 H 3.573 -1.392 4.652  0.004
80 H -4.747 2.443 2.515  -0.002
81 H -3.129 -1.068 1.101  0.000
82 H -4.980 2.370 4.938  0.006
83 H 5.314 -3.981 0.419  0.000
84 H 2.320 0.591 5.469  -0.001
85 H 4.420 1.361 -3.893  0.000
86 H -1.704 -3.331 1.200  0.000
87 H -3.477 -0.767 -4.384  0.000
88 H 3.420 -0.094 -2.177  0.000
89 H 1.222 -4.503 2.148  0.004
90 H -4.730 2.105 0.390  0.000
91 H 2.318 1.508 1.767  0.000
92 H 0.631 1.658 -5.854  0.000
93 H 3.649 3.406 -0.339  0.000
94 H -3.393 -0.373 -0.514  0.000
95 H 0.572 5.518 1.448  0.000
96 H -1.187 -4.106 2.705  0.001
97 H 2.601 -2.868 2.984  -0.002
98 H 1.832 -3.796 -2.065  0.000
99 H -0.994 -3.892 -5.424  0.000
100 H 2.765 -0.545 0.556  0.000
101 H 0.099 1.082 4.549  0.001
102 H 0.670 5.411 -0.311  0.000
103 H -1.184 3.466 -2.955  0.000

Forces on the atoms, in the same order (eV/Å):
-0.03 0.43 0.40
0.25 -0.40 -0.44
0.36 0.26 0.16
0.36 -0.10 -0.08
-0.04 0.06 0.08
-0.46 -0.32 0.02
0.27 0.18 -0.49
-0.68 -0.20 0.07
-0.02 -0.05 -0.15
-0.11 -0.15 -0.25
0.09 0.13 0.01
0.08 0.35 0.24
-0.03 -0.06 0.05
0.02 0.03 0.01
-0.03 -0.04 -0.08
-0.09 -0.04 -0.12
-0.06 0.00 -0.09
-0.07 0.00 0.11
0.06 0.02 0.00
-0.03 0.14 -0.20
0.11 -0.06 -0.12
0.07 0.05 0.07
0.05 -0.07 0.02
0.17 -0.12 0.23
-0.03 -0.02 -0.06
0.14 0.10 -0.20
-0.13 -0.06 0.01
0.03 0.01 0.06
0.06 -0.16 -0.07
0.03 0.02 -0.05
-0.09 0.02 -0.09
-0.09 -0.02 0.06
-0.07 -0.11 0.17
-0.08 0.00 0.31
-0.07 0.09 0.05
-0.12 -0.01 -0.15
0.05 0.08 -0.06
-0.05 -0.01 0.11
-0.06 -0.03 0.06
0.05 0.01 0.06
-0.03 0.04 -0.07
0.07 -0.08 0.02
0.18 0.17 0.13
0.02 -0.03 0.10
0.15 -0.10 0.12
0.02 -0.16 0.08
-0.02 0.41 -0.34
-0.01 0.08 -0.01
0.12 0.10 -0.07
-0.01 -0.02 0.10
-0.04 0.05 0.04
-0.01 0.04 -0.05
0.02 0.04 -0.02
-0.01 0.00 0.03
-0.05 -0.02 -0.08
-0.02 0.07 -0.02
-0.04 0.00 0.05
0.01 0.02 0.00
-0.03 -0.02 0.02
-0.02 -0.02 0.05
-0.31 -0.27 0.41
0.02 -0.01 0.00
0.02 -0.02 0.01
0.03 -0.02 0.01
0.02 -0.01 -0.01
-0.02 -0.01 0.01
-0.04 0.06 0.01
0.02 0.02 0.00
-0.03 0.03 -0.03
0.04 -0.06 -0.01
-0.02 0.00 0.01
-0.03 -0.02 -0.02
0.00 0.00 -0.02
0.15 0.04 -0.10
0.01 0.01 0.01
-0.01 -0.06 -0.05
-0.02 0.00 -0.08
0.00 -0.09 0.00
0.02 0.00 -0.02
0.02 -0.01 -0.02
0.03 0.02 -0.03
0.00 0.00 0.00
0.00 0.01 -0.01
-0.02 0.01 -0.01
-0.01 0.01 0.02
-0.01 -0.01 0.10
0.25 -0.03 0.01
0.04 0.05 -0.01
-0.11 -0.03 0.03
0.01 -0.01 0.06
-0.05 -0.03 0.01
-0.01 -0.02 0.01
0.00 0.00 -0.05
-0.02 0.01 -0.01
-0.03 0.00 -0.02
0.04 0.01 -0.03
-0.05 0.00 -0.01
0.03 -0.04 0.00
-0.03 -0.04 0.01
0.06 -0.02 0.03
-0.02 0.00 0.00
-0.02 0.01 0.02
-0.01 0.00 0.07

Orbital gap (alpha / beta), eV: 8.47 / 5.66
Total charge: +1
HOMO level (alpha / beta), eV: -10.07 / -10.20
Relative energy (zero: lowest compared OMol25 entry of this formula, charge and spin), kcal per mole: 13.5
2S+1: 2